This record from OMol25 describes a gas-phase ion, C5H11N2O (charge +1) in a non-equilibrium geometry. The level of theory is wB97M-V/def2-TZVPD.

```
19
Properties=species:S:1:pos:R:3:forces:R:3:nbo_charge:R:1
C 1.329 0.704 -0.153 -2.30 -2.18 -1.36 0.215
C -0.265 -1.472 0.419 -0.19 1.90 -1.32 -0.494
C 1.215 -1.702 -0.062 -1.78 1.13 -1.05 -0.187
C -1.205 -0.442 -0.226 4.88 -0.65 2.16 0.517
C -2.657 1.347 -0.030 -2.30 0.64 0.16 -0.288
N 1.982 -0.475 0.000 -1.39 1.13 0.25 -0.617
N 1.939 1.845 -0.087 2.06 -0.91 0.77 -0.761
O -1.909 0.267 0.508 -0.23 -0.90 0.55 -0.376
H -0.719 -2.346 0.157 -1.49 -3.04 -0.42 0.247
H -0.399 -1.334 1.464 0.41 0.03 1.05 0.244
H 1.582 -2.426 0.593 0.81 -0.92 1.46 0.223
H 1.334 -2.226 -1.035 -0.61 0.77 0.18 0.216
H -1.026 -0.213 -1.211 -0.53 0.39 -2.74 0.195
H -3.271 1.562 0.887 0.38 0.65 -1.37 0.239
H -3.350 0.997 -0.867 1.13 0.48 1.05 0.223
H -1.972 2.161 -0.338 -0.45 -0.49 0.26 0.228
H 2.790 -0.613 0.552 1.47 0.42 0.42 0.390
H 1.676 2.635 -0.617 -0.76 0.76 -0.13 0.418
H 2.926 1.731 0.047 0.88 0.81 0.07 0.367
```
Positions in Å, forces in eV/Å.

Summary:
Relative energy (zero: lowest compared OMol25 entry of this formula, charge and spin)   4.4552 eV
Total charge   +1
Highest occupied orbital energy   -12.53 eV
LUMO   -4.41 eV
Kohn-Sham gap   8.12 eV